C10H15BrNOS | ωB97M-V with the def2-TZVPD basis set

Structure (XYZ):
```
29
C10H15BrNOS ωB97M-V with the def2-TZVPD basis set
C -0.305 -2.100 0.935
C -1.675 -1.784 1.249
C 0.516 -2.684 1.783
C 1.199 2.057 -2.078
C -0.857 -1.160 -1.064
C 0.108 2.148 -1.314
C 1.978 -2.804 1.488
C 0.066 -3.408 2.974
C 1.212 2.338 -3.541
C -1.208 2.704 -1.631
N 0.047 -1.556 -0.284
O -2.335 -1.825 2.221
S -2.391 -1.084 -0.400
Br 0.406 1.551 0.550
H 2.237 1.681 -1.895
H -0.505 -0.814 -2.043
H 2.316 -3.779 1.027
H 2.345 -1.879 1.090
H 2.405 -3.011 2.403
H -1.098 -3.533 3.107
H 0.305 -4.417 2.722
H 0.421 -3.075 3.974
H 2.189 1.946 -3.945
H 1.292 3.442 -3.629
H 0.367 1.919 -4.016
H -1.928 2.070 -1.176
H -1.374 2.738 -2.686
H -1.339 3.780 -1.311
H 1.063 -1.451 -0.655
```

Results
- energy above the lowest of the compared OMol25 structures with the same formula, charge and spin (eV) = 0.000
- electronic energy (Eh) = -3491.912326
- lowest unoccupied orbital energy (eV) = -4.69
- net charge = +1